[1]
20
Properties=species:S:1:pos:R:3:forces:R:3 method="wB97M-V/def2-TZVPD" relative_energy_kcal_mol=16.57 homo_lumo_gap_ev=9.35 largest_force_ev_per_a=1.19 multiplicity=1 e_lumo_ev=0.837 homo_energy_ev=-8.5
C 0.5020 1.2866 -1.3875 -0.46 -0.67 -0.45
C -0.4153 0.0744 -1.1718 0.26 0.81 -0.18
C 0.2950 -1.1890 -0.8080 -0.56 -1.05 -0.07
C 1.5825 -1.4314 -0.5623 -0.35 -0.27 0.33
N -0.5992 -2.3052 -0.7473 -0.17 0.74 -0.20
H 1.0663 1.5038 -0.4950 0.24 0.27 0.27
H 1.1905 1.0556 -2.2069 0.03 0.17 0.18
H -0.1095 2.1405 -1.6814 0.18 0.09 0.14
H -1.1957 0.3182 -0.4403 0.13 -0.17 0.11
H -0.9569 -0.0967 -2.1128 0.08 -0.14 0.13
H 2.3971 -0.7640 -0.4030 0.13 0.76 -0.35
H 1.8062 -2.4637 -0.3525 0.24 -0.25 0.11
H -1.4937 -2.0926 -1.1640 -0.06 0.01 0.02
H -0.2489 -3.1438 -1.1736 0.30 -0.23 0.07
H 0.6845 0.2304 3.1470 0.02 0.37 0.36
H 0.6630 0.3855 1.6953 0.15 0.32 -0.26
O 0.8167 0.9235 2.4867 -0.15 -0.69 -0.24
H -1.2208 1.9190 2.3385 0.20 -0.26 0.13
H -2.7061 2.1835 2.5408 0.10 -0.30 0.00
O -2.0579 1.4657 2.4983 -0.30 0.48 -0.10

---

[2]
20
Properties=species:S:1:pos:R:3:forces:R:3 method="wB97M-V/def2-TZVPD" relative_energy_kcal_mol=14.17 homo_lumo_gap_ev=10.24 largest_force_ev_per_a=1.52 multiplicity=1 e_lumo_ev=0.827 homo_energy_ev=-9.4
C 0.9802 -0.1494 -0.5357 -0.11 0.76 -1.30
C -0.3528 0.5610 -0.2791 1.28 0.80 0.16
C -0.2461 1.4565 0.9792 -0.58 -0.68 -0.15
C 0.0832 0.6557 2.2127 0.63 -0.01 -0.04
O 0.7044 2.4966 0.8348 -0.07 0.11 -0.09
N -0.7560 1.3143 -1.4766 0.22 0.77 0.54
H 1.8205 0.4800 -0.2509 0.07 -0.17 0.70
H 1.0029 -1.1549 -0.1428 0.28 -0.10 0.22
H 1.1327 -0.1759 -1.6229 -0.30 -0.53 0.10
H -1.1035 -0.1615 -0.0705 -0.83 -0.69 0.09
H -1.2404 1.8836 1.1590 -0.09 0.20 -0.18
H -0.4493 -0.2922 2.2147 -0.27 0.05 0.19
H 1.1452 0.4137 2.2611 0.08 0.05 -0.16
H -0.1384 1.2630 3.0791 -0.17 -0.12 0.39
H 0.2733 3.1906 0.3282 0.19 0.13 -0.01
H -0.0075 1.9929 -1.6560 -0.02 -0.39 -0.23
H -1.5123 1.9305 -1.1785 -0.31 -0.18 -0.27
H -0.3108 -5.3820 -2.7443 -0.44 -0.28 0.21
H -0.8320 -5.3184 -1.2398 -0.44 -0.43 -0.21
O -0.1930 -5.0039 -1.8717 0.88 0.70 0.00

---

[3]
20
Properties=species:S:1:pos:R:3:forces:R:3 method="wB97M-V/def2-TZVPD" relative_energy_kcal_mol=64.13 homo_lumo_gap_ev=9.57 largest_force_ev_per_a=3.84 multiplicity=1 e_lumo_ev=0.683 homo_energy_ev=-8.9
C 0.7500 0.7234 -0.0250 1.73 2.61 -2.03
C 0.8779 -0.5477 0.8249 1.57 0.50 -0.71
C -0.4411 -0.7492 1.3998 -0.72 0.50 1.95
C -1.0046 -1.8647 1.7968 0.29 -0.45 -0.34
N 0.1005 0.5362 -1.3222 -0.38 -1.18 -2.68
H 1.7856 1.0858 -0.1966 -0.24 -0.56 -0.53
H 0.3893 1.8327 0.3111 -0.05 -3.14 0.58
H 1.6677 -0.3248 1.5668 -0.48 -0.18 0.14
H 1.3241 -1.4291 0.1983 -1.15 1.63 0.92
H -0.9422 0.1798 1.7643 0.15 -0.57 -1.00
H -0.5037 -2.8094 1.8227 0.16 -0.54 -0.51
H -2.0069 -1.8346 2.1024 -1.15 -0.10 0.86
H 0.6374 0.1622 -2.2310 -1.40 0.92 3.38
H -0.8578 0.1043 -1.2695 1.67 0.57 -0.05
H -4.8202 -2.2131 -3.5154 0.38 0.55 -0.26
H -4.8558 -3.4947 -2.7865 2.23 -2.55 1.80
O -5.3917 -2.9026 -3.2050 -2.60 2.01 -1.54
H 3.6838 4.2950 0.9117 0.18 -0.13 0.20
H 5.0021 4.9576 0.6476 0.38 0.31 -0.20
O 4.6057 4.2929 1.2050 -0.56 -0.19 0.00

---

[4]
20
Properties=species:S:1:pos:R:3:forces:R:3 method="wB97M-V/def2-TZVPD" relative_energy_kcal_mol=52.30 homo_lumo_gap_ev=10.20 largest_force_ev_per_a=2.84 multiplicity=1 e_lumo_ev=0.782 homo_energy_ev=-9.4
C -0.4593 0.4028 -1.9371 -0.43 -1.82 0.02
N 0.2989 0.7798 -0.7031 -1.30 -1.68 1.44
C 0.8363 -1.6952 -0.1339 -2.58 -0.79 -0.90
C 0.4174 -0.2230 0.4179 -0.89 -2.63 -0.59
C -1.0058 -0.2705 1.1125 0.76 -1.77 -1.12
O -0.9821 -1.5190 1.9398 -1.47 1.34 0.04
H -0.8290 1.3473 -2.2388 -1.00 0.73 -0.61
H -1.3482 -0.3483 -1.7160 1.93 1.74 -0.49
H 0.1119 0.0144 -2.8687 -0.44 0.19 1.88
H 1.1765 1.0884 -0.9764 1.99 0.59 -0.54
H 0.3830 -2.6182 0.4076 1.24 1.93 -0.08
H 1.9073 -1.8872 -0.4038 -0.98 0.56 0.37
H 0.1758 -1.8027 -1.0603 1.32 0.15 0.60
H 1.1273 -0.0626 1.2246 0.34 1.19 -0.37
H -1.1816 0.6787 1.6582 -0.01 -0.77 -0.04
H -1.6958 -0.3693 0.2193 0.16 0.04 1.48
H -1.8434 -1.7377 2.4050 1.39 0.96 -1.07
H 1.7144 2.7150 0.9558 0.45 0.45 0.42
H 0.3559 2.4261 0.5682 -0.28 0.72 0.38
O 0.8408 3.0813 1.1292 -0.21 -1.11 -0.82

---

[5]
20
Properties=species:S:1:pos:R:3:forces:R:3 method="wB97M-V/def2-TZVPD" relative_energy_kcal_mol=31.63 homo_lumo_gap_ev=9.66 largest_force_ev_per_a=2.45 multiplicity=1 e_lumo_ev=0.605 homo_energy_ev=-9.1
C 0.0554 2.0834 -2.7556 1.07 -0.32 -0.58
C 0.9580 1.6585 -1.6139 0.21 -0.60 0.37
N 0.2362 1.2404 -0.4172 -0.96 -1.02 0.13
C 1.0224 0.6348 0.6891 0.56 0.98 -2.17
C 0.0836 0.1011 1.7369 0.39 0.00 -0.38
O 0.8936 -0.6781 2.6220 -0.90 0.34 0.36
H -0.6362 1.2799 -3.0048 -0.64 0.43 0.24
H -0.3117 3.1009 -2.6579 -0.75 -0.28 0.31
H 0.6870 2.1341 -3.6465 0.15 0.02 -0.05
H 1.5798 0.8134 -1.9496 0.25 0.20 -0.15
H 1.5945 2.4784 -1.3594 0.66 0.53 0.22
H -0.2273 0.3931 -0.7470 -0.78 0.45 -0.07
H 1.5910 -0.1985 0.2498 0.04 -0.29 0.42
H 1.8004 1.3609 0.9363 -0.32 0.02 0.91
H -0.6744 -0.4913 1.2051 0.24 -0.44 0.15
H -0.5344 0.8540 2.2306 0.51 0.29 0.22
H 0.6135 -0.4154 3.5048 0.25 -0.32 0.07
H -2.1859 -5.1877 1.5109 -0.10 -0.22 0.12
H -3.6868 -5.3604 1.6294 -0.12 -0.04 0.02
O -2.8587 -5.8015 1.8369 0.22 0.26 -0.14

---

[6]
20
Properties=species:S:1:pos:R:3:forces:R:3 method="wB97M-V/def2-TZVPD" relative_energy_kcal_mol=44.75 homo_lumo_gap_ev=9.34 largest_force_ev_per_a=3.55 multiplicity=1 e_lumo_ev=0.864 homo_energy_ev=-8.5
C -2.8702 0.1814 -1.3640 0.42 -1.03 0.66
C -1.4399 -0.0474 -0.8377 0.55 0.59 3.46
N -1.4881 -1.0313 0.3065 -3.01 -0.49 0.53
C -0.6060 -1.2553 1.4572 1.28 -0.15 -1.22
C 0.3759 -0.1485 1.6695 1.34 -0.16 1.78
O 0.0794 0.7981 2.7117 -1.34 0.18 -0.70
H -2.8143 0.7912 -2.2402 -0.10 0.57 -0.52
H -3.3112 -0.7922 -1.6793 0.02 0.70 0.46
H -3.4815 0.7161 -0.5706 0.63 -0.83 -0.99
H -0.6394 -0.4432 -1.4377 -0.15 0.30 -1.16
H -1.1236 0.9258 -0.3737 0.10 -0.39 -0.91
H -2.4289 -0.9411 0.6724 -0.01 -0.24 -0.09
H -1.0242 -1.5613 2.4269 -0.92 0.54 -0.48
H -0.0098 -2.1501 1.2412 0.22 0.04 -0.25
H 0.6325 0.3137 0.7203 0.12 0.30 0.02
H 1.2532 -0.5952 2.1363 0.45 -0.16 -0.68
H -0.8826 0.9322 2.6972 0.40 0.22 0.10
H 6.5337 1.2739 -1.7516 -0.03 0.12 0.09
H 6.7119 1.2037 -3.2469 -0.01 0.11 -0.09
O 6.5331 1.8296 -2.5376 0.03 -0.23 0.00